# 1
Density functional theory data (ωB97M-V with the def2-TZVPD basis set) for a 2-piece molecular cluster, C9H11O3 overall.

HOMO in eV: -2.96
Spin multiplicity: 1
Total energy in hartree: -575.31203
Energy relative to the best compared isomer or geometry (same formula, charge and spin) in eV: 1.2626
HOMO-LUMO gap in eV: 6.6
Charge: -1

Element x y z (Å)
C  -2.819837  -0.148707  -2.129690
C  1.164431  0.664089  -0.622722
C  0.801928  -0.679095  -0.929019
C  0.112988  1.647186  -0.589940
C  -0.495081  -0.925176  -1.363582
C  -1.131315  1.329471  -1.075902
C  -1.480102  0.035120  -1.507331
O  2.381702  1.036559  -0.465077
H  1.117267  1.371951  2.374486
H  1.547152  -1.467546  -0.878237
H  0.465353  2.654855  -0.361692
H  -0.814519  -1.955916  -1.545238
H  -1.852700  2.141942  -1.198476
H  -3.038190  -1.213044  -2.322565
H  -2.906385  0.301449  -3.132389
H  -3.628800  0.211515  -1.499348
C  1.931918  -0.930081  2.033349
C  1.108898  -0.395219  3.142610
O  0.497321  0.784522  2.853789
O  0.722038  -1.010114  4.100405
H  1.245385  -1.231634  1.237090
H  2.396253  -1.840109  2.423478
H  2.674295  -0.382015  1.456003

Atomic forces in eV per Å
-0.4 -1.2 -0.6
1.2 0.7 -0.3
-0.8 0.5 -0.1
0.5 -0.6 -0.4
-0.4 -1.2 0.1
-0.1 0.5 -0.1
0.5 1.3 0.4
-0.2 -0.4 0.6
-0.6 -0.6 -0.3
-0.1 0.1 -0.1
-0.4 -0.1 0.0
0.3 0.0 -0.3
0.0 -0.2 0.1
0.1 0.1 0.2
0.0 0.2 0.3
-0.1 0.2 0.0
0.9 -1.7 0.0
-1.3 0.5 -0.8
0.8 1.0 0.5
0.5 -0.2 0.2
-0.3 0.0 0.3
0.1 0.0 -0.1
-0.1 0.9 0.5

Atom charges from the natural (NBO) analysis, given in e for atoms 1 to 4:
1. C -0.602
2. C 0.382
3. C -0.392
4. C -0.345

***

# 2
Density functional theory data (ωB97M-V with the def2-TZVPD basis set) for C30H37AlF6N3S as an isolated structure.

HOMO in eV: -10.62
Spin multiplicity: 1
Total energy in hartree: -2569.34133
HOMO-LUMO gap in eV: 8.5
Charge: +1

Element x y z (Å)
Al  0.115580  -0.235528  1.167934
C  -1.206503  -1.315586  3.876712
N  -0.004504  -0.556458  3.450643
C  1.167075  -1.278637  4.005915
C  -0.046365  0.795766  4.041732
C  -0.943563  1.667230  3.203096
N  -0.420586  1.677078  1.810657
C  -1.475303  2.223715  0.896288
C  0.755453  2.590037  1.750176
H  -1.236277  -1.371521  4.970002
H  -1.148807  -2.326972  3.479667
H  -2.125188  -0.849311  3.531142
H  1.068392  -1.360821  5.093292
H  2.081533  -0.737031  3.777728
H  1.223214  -2.271427  3.571592
H  0.965915  1.194993  4.041056
H  -0.380626  0.766349  5.082187
H  -0.973914  2.684434  3.598054
H  -1.965518  1.291160  3.186993
H  -1.733976  3.239457  1.205467
H  -2.371257  1.607349  0.943771
H  -1.108184  2.247034  -0.125431
H  0.425728  3.603599  1.986685
H  1.170930  2.569569  0.754323
H  1.524145  2.291756  2.457116
C  -0.715222  -2.328187  -2.982021
C  -1.386037  -1.265227  -2.102497
C  -2.907952  -1.415662  -2.154139
C  -0.925024  0.123809  -2.492650
C  -1.467907  0.691229  -3.644246
C  -0.996794  1.887179  -4.149372
C  0.065197  2.509926  -3.519845
C  0.636968  1.987955  -2.361421
C  1.868791  2.703524  -1.829297
C  1.568872  4.162370  -1.466750
C  3.022706  2.651795  -2.841387
C  0.094311  0.807589  -1.803228
N  0.652963  0.262082  -0.583168
C  1.965805  -0.211254  -0.730041
C  2.628173  -0.559309  -1.912698
C  3.934798  -1.031804  -1.877829
C  4.631096  -1.192173  -0.681582
C  4.011090  -0.856201  0.513546
C  2.737446  -0.377305  0.404246
F  2.017343  -0.002605  1.604895
H  -1.051710  -3.330813  -2.697856
H  0.373133  -2.300118  -2.883360
H  -0.970319  -2.170447  -4.036280
H  -1.042866  -1.451526  -1.095748
H  -3.289183  -1.305880  -3.173012
H  -3.417212  -0.671571  -1.529791
H  -3.197239  -2.415210  -1.819141
H  -2.260493  0.169374  -4.171837
H  -1.426811  2.312593  -5.049886
H  0.473510  3.422519  -3.946942
H  2.218177  2.184135  -0.941950
H  1.372250  4.749988  -2.366552
H  2.424701  4.618435  -0.958446
H  0.691920  4.257289  -0.822866
H  2.778212  3.223861  -3.741605
H  3.245230  1.626338  -3.141601
H  3.928820  3.083425  -2.406877
H  2.109799  -0.434249  -2.855808
H  4.423329  -1.287122  -2.811717
H  5.647544  -1.567696  -0.673013
H  4.504019  -0.950306  1.475446
F  -5.393726  -3.748687  1.119464
C  -4.098370  -3.484587  1.081763
C  -3.653894  -2.184837  1.147658
F  -4.504633  -1.171360  1.239933
C  -2.299766  -1.976408  1.094287
F  -1.866339  -0.643958  1.157207
C  -1.330219  -2.942010  1.002976
S  0.381617  -2.550906  1.003711
C  -1.817965  -4.237444  0.930630
F  -0.970447  -5.252561  0.847726
C  -3.174213  -4.507651  0.967083
F  -3.600871  -5.756578  0.909094

Atomic forces in eV per Å
0.1 0.0 0.3
0.1 0.0 0.1
0.0 0.0 0.0
0.0 0.1 0.1
0.0 -0.1 0.0
0.1 0.1 -0.1
-0.3 -0.1 -0.3
0.1 0.1 0.2
-0.2 0.0 0.0
0.0 0.0 -0.1
0.0 0.1 0.0
0.0 0.1 0.0
0.0 0.0 0.0
0.0 0.0 0.0
0.0 0.0 0.0
0.0 0.0 0.1
0.0 0.0 0.0
0.0 0.1 0.0
0.0 0.0 0.0
0.0 0.0 0.0
0.1 0.0 0.0
0.1 0.0 -0.1
0.0 0.0 0.0
0.1 0.0 -0.2
0.0 0.0 0.0
0.0 0.0 -0.1
-0.1 0.0 -0.2
0.0 0.0 0.1
0.0 0.1 0.0
0.0 0.0 0.0
0.0 0.0 -0.1
0.0 0.1 0.0
-0.1 0.0 -0.1
0.0 0.1 0.0
0.1 0.0 0.0
0.0 0.0 -0.1
0.0 -0.1 0.0
0.5 0.0 -0.1
-0.3 0.1 0.0
0.1 0.0 -0.1
0.0 0.0 0.0
0.1 0.0 -0.1
0.1 0.1 0.2
-0.1 0.0 0.2
0.2 -0.1 -0.1
0.0 0.1 0.0
-0.1 0.0 0.0
0.0 0.0 0.1
0.0 -0.1 0.3
0.0 0.0 0.1
0.1 -0.1 -0.1
0.0 0.0 0.0
0.1 0.1 0.1
0.0 0.0 0.1
0.0 -0.1 0.1
0.0 0.0 0.2
0.0 0.0 0.1
-0.1 0.0 -0.1
0.0 0.0 0.0
0.0 -0.1 0.1
0.0 0.1 0.0
-0.1 0.0 0.0
0.0 -0.1 0.0
-0.1 0.0 0.1
-0.1 0.0 0.0
-0.1 0.0 -0.1
-0.1 0.0 0.0
-0.2 -0.2 0.0
0.0 0.2 -0.1
-0.1 0.2 0.0
0.1 0.3 -0.1
-0.1 0.1 -0.1
0.3 0.1 0.0
-0.2 0.0 -0.1
0.0 -0.2 0.0
0.1 -0.1 0.0
0.0 -0.2 0.0
0.0 -0.1 0.0

Atom charges from the natural (NBO) analysis, given in e for atoms 1 to 4:
1. Al 1.961
2. C -0.428
3. N -0.534
4. C -0.425

***

# 3
Density functional theory data (ωB97M-V with the def2-TZVPD basis set) for a 9-piece molecular cluster, C24H66O12 overall.

HOMO in eV: -9.61
Spin multiplicity: 1
Total energy in hartree: -1856.75953
Energy relative to the best compared isomer or geometry (same formula, charge and spin) in eV: 1.1395
HOMO-LUMO gap in eV: 10.0
SMILES string: CC(C)O.CC(C)O.CC(C)O.CC(C)O.CC(C)O.CC(C)O.OCCO.OCCO.OCCO

Element x y z (Å)
C  -9.797348  16.130294  -26.037259
C  -11.136670  16.213181  -25.231312
C  -12.120020  15.056831  -25.729794
O  -10.896785  15.894333  -23.830201
H  -10.001540  16.027922  -27.103058
H  -9.171177  15.275890  -25.780356
H  -9.256649  17.068537  -25.912989
H  -11.649578  17.173005  -25.292614
H  -12.331400  15.136314  -26.796149
H  -13.127776  15.017887  -25.316254
H  -11.651676  14.097785  -25.508434
H  -10.745844  14.969525  -23.621504
C  -4.468649  21.539215  -24.041155
C  -5.521467  21.326428  -22.999705
C  -6.462389  22.607642  -22.742440
O  -6.437021  20.294600  -23.387198
H  -3.852171  20.640401  -24.027612
H  -3.790646  22.386062  -23.935136
H  -4.930650  21.608848  -25.025949
H  -5.054903  20.972763  -22.080278
H  -6.974943  22.926323  -23.650098
H  -5.779321  23.298819  -22.248683
H  -7.235386  22.239417  -22.067907
H  -7.205753  20.456657  -22.835481
C  -12.044069  22.119104  -18.391753
C  -12.110780  22.511653  -16.898303
C  -10.724307  22.788336  -16.395146
O  -12.857594  23.727080  -16.671797
H  -13.020486  21.875370  -18.810447
H  -11.548721  21.148290  -18.375957
H  -11.379192  22.772893  -18.956200
H  -12.690443  21.806693  -16.302379
H  -10.078066  22.018305  -16.816498
H  -10.666120  22.713673  -15.309262
H  -10.428678  23.818100  -16.595889
H  -12.153842  24.377284  -16.612120
C  -14.070159  16.987829  -18.110084
C  -13.267778  17.407917  -16.847575
C  -13.364522  18.893134  -16.665065
O  -13.837232  16.749377  -15.725928
H  -13.388827  17.393931  -18.857723
H  -14.993137  17.545215  -18.269877
H  -14.292211  15.942098  -18.322770
H  -12.218389  17.135374  -16.959862
H  -12.922941  19.427953  -17.505941
H  -12.792073  19.215650  -15.795349
H  -14.378381  19.292985  -16.647754
H  -13.714557  15.797292  -15.716419
C  -8.476114  19.420282  -17.514482
C  -7.311425  18.518942  -16.960515
C  -5.923695  19.166529  -17.299720
O  -7.376035  18.434397  -15.527985
H  -9.514903  19.153910  -17.319360
H  -8.263074  19.668894  -18.554150
H  -8.359913  20.394232  -17.039071
H  -7.351410  17.523334  -17.402406
H  -5.927468  20.168466  -16.870522
H  -5.709543  19.310551  -18.358727
H  -5.079544  18.596593  -16.911555
H  -6.589312  17.947804  -15.271294
C  -8.851129  20.662992  -25.585039
C  -10.238614  21.306110  -25.267824
C  -10.160379  22.315860  -24.108109
O  -10.753151  22.056782  -26.311744
H  -8.081751  21.411517  -25.774441
H  -8.888364  19.953657  -26.411816
H  -8.509278  20.096390  -24.718899
H  -10.885967  20.447571  -25.089040
H  -9.793362  21.980812  -23.137988
H  -11.102245  22.846493  -23.968752
H  -9.441166  23.083109  -24.394748
H  -10.054997  22.628974  -26.638514
O  -10.546006  17.236080  -21.162439
C  -10.044842  18.192548  -20.217051
C  -9.608057  19.494100  -20.926857
O  -8.297596  19.381595  -21.448243
H  -11.456113  17.403449  -21.417956
H  -10.800370  18.294070  -19.437964
H  -9.143260  17.877911  -19.691457
H  -9.537050  20.356652  -20.264228
H  -10.401967  19.699163  -21.645015
H  -8.259400  18.628384  -22.042224
O  -13.191208  16.144982  -22.389549
C  -13.880602  17.266236  -22.888752
C  -14.185931  18.341124  -21.875937
O  -12.997530  19.010115  -21.503010
H  -12.283983  16.084524  -22.697601
H  -13.285282  17.658284  -23.713370
H  -14.824723  17.004622  -23.366559
H  -14.815142  17.935464  -21.083700
H  -14.824851  19.090715  -22.342828
H  -13.152983  19.879198  -21.125999
O  -8.784129  15.340205  -20.818212
C  -7.482482  15.860631  -21.220817
C  -7.481794  15.993108  -22.770581
O  -8.293314  17.028427  -23.346236
H  -9.455790  16.024310  -20.867881
H  -7.250066  16.833872  -20.788517
H  -6.766406  15.157684  -20.795129
H  -7.642470  15.018362  -23.231165
H  -6.429512  16.157878  -23.002231
H  -9.206935  16.771206  -23.202232

Atomic forces in eV per Å
-1.0 0.9 0.0
-0.4 -3.6 -0.5
0.4 1.0 -0.3
0.1 1.7 0.3
-0.2 0.1 0.0
-0.2 0.1 0.4
0.3 -0.2 0.2
0.4 0.0 0.2
0.5 -0.1 -0.2
0.2 0.4 0.7
0.1 -0.1 -0.2
0.1 -0.3 -0.7
0.2 -0.8 -0.7
-2.3 1.3 0.2
1.8 -2.1 0.4
0.9 0.0 -0.6
0.2 0.0 -0.3
-0.3 0.1 0.5
-0.1 0.0 -0.1
0.1 0.5 0.4
0.5 0.3 -0.1
-0.6 0.7 -0.1
0.0 0.4 0.4
-0.3 -0.5 0.2
0.1 -1.0 1.2
-0.9 1.3 -0.6
0.2 -1.1 0.9
0.1 -0.1 -0.4
0.0 0.7 -0.2
0.3 -0.2 -0.1
-0.5 0.3 -0.2
0.5 -0.6 -0.2
0.6 0.5 0.0
-0.1 -0.2 0.1
0.4 -0.2 -0.6
-0.5 0.6 0.0
1.2 1.2 -0.6
-1.8 -1.5 -0.6
0.3 0.8 0.0
-0.1 0.6 1.2
-0.2 -0.4 -0.9
-0.1 0.1 0.6
0.5 -0.1 0.4
0.1 -0.2 -0.1
0.3 -0.3 -0.3
-0.2 0.0 0.2
-0.2 -0.4 0.4
0.2 0.1 -0.5
1.5 0.5 0.8
0.4 1.1 -0.5
-0.9 0.2 -0.2
-0.5 0.0 -0.6
0.2 -0.6 -0.2
-0.3 -0.5 -0.2
0.1 0.1 0.4
-0.2 -0.2 0.0
0.2 0.0 0.2
-0.4 -0.2 -0.2
-0.1 -0.1 0.3
0.0 -0.1 0.2
-0.7 0.2 0.6
1.7 -0.3 1.1
0.4 -0.1 0.4
-0.7 0.0 -1.6
0.0 0.1 -0.1
-0.2 0.2 -0.2
0.0 0.0 0.0
-0.5 0.3 0.2
-0.1 -0.5 0.0
-0.1 -0.3 0.0
0.1 0.1 -0.2
0.1 0.1 -0.1
1.2 0.1 0.3
-0.4 0.9 -0.1
-0.5 -0.3 0.7
-0.3 0.4 0.0
-0.3 0.5 0.3
-0.1 0.6 0.0
-0.1 -0.9 -0.3
-0.3 -0.1 0.3
0.2 0.2 -0.6
0.1 -0.6 -0.6
-1.1 -0.2 1.2
0.6 0.2 -0.8
-0.6 0.7 -0.7
0.8 -0.6 0.5
0.2 0.3 -0.7
0.1 0.6 0.0
-0.2 -0.5 0.2
0.5 -0.2 0.6
-0.2 -0.1 -0.4
-0.3 -0.1 0.0
1.6 -0.3 0.3
-2.3 -0.3 -0.8
1.5 -0.3 0.7
1.1 -0.4 1.0
-0.3 0.2 -0.2
-0.2 0.2 0.2
0.2 -0.1 -0.6
-0.7 -0.1 0.0
0.0 0.7 -0.4
-0.6 -0.2 0.0

Atom charges from the Mulliken analysis, given in e for atoms 1 to 4:
1. C -1.207
2. C 0.625
3. C -1.418
4. O -0.230

***

> Among the records above, which one has the lowest HOMO-LUMO gap?

C9H11O3